Entry 1:
ORCA calculation (ωB97M-V/def2-TZVPD) on the ion C8H12N5 with charge +1.

Computed properties:
HOMO-LUMO gap: 8.988 eV
Electronic energy: -585.4251 Eh
SMILES: N#CC/N=C\C/C([NH3+])=C1\CC=NN1
E_HOMO: -12.129 eV
Relative energy (zero: lowest compared OMol25 entry of this formula, charge and spin): 96.8 kcal/mol

The geometry in ORCA input format:
```
! wB97M-V def2-TZVPD RIJCOSX def2/J DEFGRID3
* xyz 1 1
C -2.510 -0.963 -0.243
C -3.905 -0.460 -0.081
C -1.712 0.283 0.201
C 1.540 -1.282 0.599
C 3.470 0.902 -0.202
C 0.600 -0.636 -0.289
C 3.939 -0.360 0.372
C -0.369 0.315 0.402
N -3.957 0.774 0.271
N 2.763 -1.084 0.788
N 2.676 1.743 -0.348
N -2.669 1.270 0.389
N 0.138 1.651 0.624
H -2.270 -1.188 -1.292
H -4.814 -0.971 -0.303
H 1.106 -2.110 1.085
H 1.028 -0.032 -1.105
H -0.100 -1.304 -0.681
H 4.575 -0.977 -0.385
H 4.652 -0.262 1.337
H -2.401 -1.985 0.373
H -2.624 2.188 0.929
H 0.216 1.827 1.596
H -0.709 2.155 0.212
H 1.126 1.947 0.280
*
```

***

Entry 2:
ORCA calculation (ωB97M-V/def2-TZVPD) on the ion C8H12NO with charge +1.

Computed properties:
HOMO-LUMO gap: 6.674 eV
Electronic energy: -441.5652 Eh
E_HOMO: -12.753 eV
Relative energy (zero: lowest compared OMol25 entry of this formula, charge and spin): 114.1 kcal/mol

The geometry in ORCA input format:
```
! wB97M-V def2-TZVPD RIJCOSX def2/J DEFGRID3
* xyz 1 1
C 0.844 -2.234 -0.925
C -2.028 3.482 -1.075
C -1.677 2.234 -0.787
C -0.316 -0.345 0.534
C 0.965 -2.231 0.584
C 1.573 -3.225 1.411
C -0.269 1.717 -0.801
C 0.226 0.998 0.475
N 0.147 -1.321 -1.386
O 0.459 -1.187 1.204
H 1.456 -3.014 -1.477
H -2.963 3.827 -0.969
H -1.219 4.240 -1.092
H -2.435 1.533 -0.394
H -1.411 -0.473 0.410
H 1.299 -2.974 2.410
H 2.591 -3.071 1.079
H 1.396 -4.241 1.125
H -0.103 0.863 -1.525
H 0.310 2.732 -0.853
H -0.167 1.578 1.429
H 1.323 1.113 0.625
*
```

***

Entry 3:
ORCA calculation (ωB97M-V/def2-TZVPD) on a structure of composition C8H12NO4.

Computed properties:
HOMO-LUMO gap: 10.289 eV
Electronic energy: -667.4145 Eh
E_HOMO: -14.998 eV
Relative energy (zero: lowest compared OMol25 entry of this formula, charge and spin): 38.9 kcal/mol

The geometry in ORCA input format:
```
! wB97M-V def2-TZVPD RIJCOSX def2/J DEFGRID3
* xyz 1 1
C -0.104 0.347 -1.414
C 0.625 -1.411 0.313
C 1.027 0.874 0.940
C -1.636 0.190 0.583
C -0.300 -0.777 -2.383
C 0.172 -2.275 1.477
C 2.145 1.423 0.087
C -1.949 1.564 0.652
N 0.115 -0.040 0.031
O -0.018 1.518 -1.678
O 1.342 -1.755 -0.584
O 0.738 1.003 2.076
O -2.131 -0.836 0.613
H 0.576 -1.408 -2.791
H -0.976 -1.511 -1.945
H -0.679 -0.283 -3.256
H 0.778 -3.096 1.501
H -0.853 -2.515 1.477
H 0.350 -1.755 2.466
H 1.686 2.197 -0.565
H 2.651 1.964 0.848
H 2.662 0.510 -0.222
H -1.768 2.167 1.629
H -3.037 1.690 0.298
H -1.415 2.215 -0.154
*
```

***

Entry 4:
ORCA calculation (ωB97M-V/def2-TZVPD) on a cluster of 2 separate species, C8H12NO4P in total.

Computed properties:
HOMO-LUMO gap (alpha / beta): 5.125 / 5.126 eV
Electronic energy: -1009.0705 Eh
E_HOMO (alpha / beta): 0.900 / 0.899 eV
Relative energy (zero: lowest compared OMol25 entry of this formula, charge and spin): 64.5 kcal/mol

The geometry in ORCA input format:
```
! wB97M-V def2-TZVPD RIJCOSX def2/J DEFGRID3
* xyz -2 1
C -1.001 -1.651 -1.363
C -2.350 -1.456 -1.409
C -0.425 -0.459 -0.908
C -1.460 0.408 -0.556
C 1.963 -2.000 0.283
C 1.229 0.067 1.603
C -2.656 2.305 0.061
C 1.636 -0.547 0.303
N -1.411 1.616 -0.056
O 2.997 -0.180 -2.073
O 1.891 1.838 -0.904
O 3.997 0.813 0.068
O -2.671 -0.190 -0.942
P 2.778 0.458 -0.734
H -0.489 -2.544 -1.682
H -3.168 -2.025 -1.825
H 2.159 -2.290 -0.750
H 2.874 -2.198 0.866
H 1.153 -2.614 0.690
H 0.742 -0.665 2.258
H 2.112 0.463 2.114
H 0.540 0.894 1.425
H -3.203 2.387 -0.901
H -3.361 1.828 0.773
H -2.456 3.324 0.419
H 0.989 1.531 -1.039
*
```

***

Entry 5:
ORCA calculation (ωB97M-V/def2-TZVPD) on the ion C8H12NOS with charge +1.

Computed properties:
HOMO-LUMO gap: 10.149 eV
Electronic energy: -839.8072 Eh
SMILES: C#CC(=O)SCC[N@@H+](C)C=C
E_HOMO: -13.410 eV
Relative energy (zero: lowest compared OMol25 entry of this formula, charge and spin): 71.6 kcal/mol

The geometry in ORCA input format:
```
! wB97M-V def2-TZVPD RIJCOSX def2/J DEFGRID3
* xyz 1 1
C 4.288 0.885 -1.061
C 3.370 0.400 -0.486
C 2.294 -0.240 0.112
C -1.187 -1.497 -0.188
C 0.250 -1.925 0.096
C -0.125 1.964 0.517
C -0.562 0.789 0.825
C -2.600 0.479 -0.197
N -1.179 -0.088 -0.244
O 1.880 -0.019 1.192
S 1.443 -1.315 -1.061
H 5.049 1.433 -1.545
H -1.680 -1.897 -1.059
H -1.909 -1.864 0.640
H 0.558 -1.482 1.040
H 0.278 -3.037 0.092
H 0.260 2.405 -0.350
H 0.114 2.595 1.489
H -0.934 0.465 1.833
H -3.188 -0.369 -0.535
H -2.859 0.841 0.933
H -2.735 1.236 -0.950
H -0.825 0.239 -1.094
*
```

***

Entry 6:
ORCA calculation (ωB97M-V/def2-TZVPD) on a structure of composition C8H12NS.

Computed properties:
HOMO-LUMO gap: 9.501 eV
Electronic energy: -764.5853 Eh
E_HOMO: -12.837 eV
Relative energy (zero: lowest compared OMol25 entry of this formula, charge and spin): 79.5 kcal/mol

The geometry in ORCA input format:
```
! wB97M-V def2-TZVPD RIJCOSX def2/J DEFGRID3
* xyz 1 1
C -2.008 -0.858 1.021
C -3.354 -0.843 0.861
C -2.343 0.470 -0.940
C -1.459 -0.078 -0.049
C 1.118 1.505 0.223
C 1.432 0.140 0.850
C 0.465 0.350 -0.294
C 2.788 -0.555 0.671
N 0.595 -0.115 -1.662
S -3.925 0.211 -0.365
H -1.494 -1.645 1.709
H -4.103 -1.216 1.555
H -2.275 1.194 -1.608
H 0.441 2.170 0.831
H 1.933 1.971 -0.389
H 1.081 -0.141 1.812
H 3.295 -0.137 -0.268
H 2.584 -1.652 0.417
H 3.427 -0.315 1.502
H -0.331 0.137 -2.058
H 0.932 -1.077 -1.574
H 1.203 0.482 -2.246
*
```

***

Entry 7:
ORCA calculation (ωB97M-V/def2-TZVPD) on a cluster of 2 separate species, C8H12O2 in total.

Computed properties:
HOMO-LUMO gap: 9.516 eV
Electronic energy: -462.4777 Eh
SMILES: Cc1ccc(O)cc1.CO
E_HOMO: -8.691 eV
Relative energy (zero: lowest compared OMol25 entry of this formula, charge and spin): 17.9 kcal/mol

The geometry in ORCA input format:
```
! wB97M-V def2-TZVPD RIJCOSX def2/J DEFGRID3
* xyz 0 1
C 1.024 -1.740 -1.725
C -1.273 1.107 -0.758
C -2.071 0.441 0.138
C -0.175 0.427 -1.320
C 0.063 -0.869 -0.927
C -1.711 -0.805 0.674
C -0.653 -1.484 0.110
O -3.226 1.001 0.673
H -1.477 2.130 -1.005
H 0.339 0.925 -2.130
H -2.359 -1.078 1.488
H -3.780 1.298 -0.037
H 1.216 -2.635 -1.148
H 1.939 -1.238 -1.966
H -0.284 -2.457 0.386
H 0.571 -2.071 -2.654
C 2.661 0.453 1.313
O 3.808 1.339 1.436
H 4.554 0.947 0.971
H 2.257 0.579 0.321
H 2.012 0.714 2.131
H 3.017 -0.542 1.530
*
```

***

Entry 8:
ORCA calculation (ωB97M-V/def2-TZVPD) on an isolated molecule of C8H12O4S.

Computed properties:
HOMO-LUMO gap: 8.480 eV
Electronic energy: -1011.0627 Eh
E_HOMO: -8.964 eV
Relative energy (zero: lowest compared OMol25 entry of this formula, charge and spin): 37.4 kcal/mol

The geometry in ORCA input format:
```
! wB97M-V def2-TZVPD RIJCOSX def2/J DEFGRID3
* xyz 0 1
C -1.464 1.507 -0.191
C -2.794 1.035 0.422
C 1.210 -1.023 -0.625
C -0.306 -1.155 -0.216
C 1.239 0.404 -1.144
C -0.405 -0.371 1.074
C 1.041 1.430 0.012
C -0.327 1.117 0.717
O -1.343 1.914 -1.324
O -5.165 -0.188 -0.331
O -3.376 -1.690 0.458
O -3.517 1.528 1.236
S -3.575 -0.589 -0.474
H 1.993 -1.117 0.118
H 1.543 -1.754 -1.508
H -1.046 -0.745 -0.909
H -0.600 -2.126 0.003
H 2.225 0.530 -1.585
H 0.333 0.629 -1.897
H -1.307 -0.440 1.513
H 0.324 -0.745 1.657
H 1.927 1.432 0.593
H 1.162 2.494 -0.500
H -0.552 1.881 1.454
H -5.559 -0.685 0.424
*
```

***

Entry 9:
ORCA calculation (ωB97M-V/def2-TZVPD) on a cluster of 2 separate species, C8H12S in total.

Computed properties:
HOMO-LUMO gap: 5.766 eV
Electronic energy: -709.8439 Eh
E_HOMO: -7.829 eV
Relative energy (zero: lowest compared OMol25 entry of this formula, charge and spin): 226.3 kcal/mol

The geometry in ORCA input format:
```
! wB97M-V def2-TZVPD RIJCOSX def2/J DEFGRID3
* xyz 0 1
C 3.691 -0.437 -0.666
C 3.833 0.859 0.157
C -0.077 1.488 -0.182
C 2.681 0.616 -0.425
C -1.321 1.350 0.058
C -1.372 -1.628 -0.514
C -1.915 0.296 0.920
C -1.179 -0.955 0.829
S -2.464 2.737 -0.421
H 4.283 -0.710 -1.496
H 3.340 -1.281 -0.030
H 4.328 1.292 0.990
H 0.494 2.006 -0.847
H -2.427 -1.745 -0.758
H -1.051 -2.574 -0.537
H -0.959 -1.181 -1.420
H -2.008 0.678 1.921
H -2.956 0.045 0.548
H -0.118 -0.990 1.077
H -1.542 -1.607 1.723
H -3.260 1.739 -0.927
*
```

***

Entry 10:
ORCA calculation (ωB97M-V/def2-TZVPD) on a structure of composition C8H13BrCrN2O3Sb.

Computed properties:
HOMO-LUMO gap (alpha / beta): 8.083 / 6.846 eV
Electronic energy: -4506.2235 Eh
E_HOMO (alpha / beta): -12.477 / -12.919 eV

The geometry in ORCA input format:
```
! wB97M-V def2-TZVPD RIJCOSX def2/J DEFGRID3
* xyz 1 5
Cr 0.077 0.830 -0.134
O 2.445 3.817 3.861
C 2.170 2.845 2.985
C 2.999 1.716 2.837
C 2.669 0.751 1.920
N 1.553 0.911 1.193
C 0.783 1.966 1.318
Br -1.896 1.852 -0.811
C 1.021 2.988 2.207
H 3.276 3.650 4.324
H 3.896 1.611 3.434
H 3.271 -0.132 1.750
H 0.391 3.860 2.299
O 0.766 -2.858 -1.444
N 1.272 -1.906 -1.011
O 0.328 -0.877 -0.799
C -3.490 -3.165 0.737
Sb -1.979 -1.686 0.829
C -2.888 -0.144 1.958
C -0.490 -2.418 2.134
H -3.818 -3.297 1.768
H -3.090 -4.093 0.338
H -4.309 -2.811 0.117
H -3.335 -0.649 2.817
H -3.639 0.362 1.359
H -2.134 0.571 2.278
H -1.025 -2.747 3.026
H 0.193 -1.609 2.379
H 0.053 -3.247 1.689
*
```